(1)
Formula: C4H14O5
Source: the Open Molecules 2025 dataset
Level of theory: ωB97M-V/def2-TZVPD

XYZ file:
```
23
Properties=species:S:1:pos:R:3:forces:R:3:lowdin_charge:R:1
O 3.0309 0.9657 -1.0653 0.28 0.06 -0.35 -0.052
O -0.8971 0.0450 1.9421 0.04 0.49 0.09 0.075
O -0.5779 2.5779 0.7499 0.20 0.25 0.00 -0.057
O 1.2468 -0.5413 2.1736 0.99 0.02 -0.71 0.099
O 0.3248 1.4543 -2.1658 -0.34 -0.72 0.31 -0.054
C 0.1147 -0.3757 1.4437 -0.44 -0.97 0.53 -0.515
C 0.2627 -0.7877 0.0076 0.93 0.04 0.68 -0.119
C -2.2022 -1.6968 0.0700 0.54 -0.25 -0.01 -0.110
C -0.8050 -1.6635 -0.6142 -2.04 -0.22 0.10 -0.211
H 0.3687 0.2195 -0.4070 -0.41 -0.17 -0.73 0.083
H 1.2457 -1.2405 -0.1396 -0.07 0.04 0.13 0.118
H -1.0327 -1.3416 -1.6312 0.53 -0.01 -0.11 0.104
H -2.6088 -0.6973 0.1706 -0.37 -0.04 -0.07 0.067
H -2.8529 -2.3853 -0.4812 -0.02 0.49 -0.25 0.072
H 2.3797 1.2638 -0.4255 -0.04 -0.15 0.08 0.018
H -1.1018 1.8703 1.1575 0.24 0.15 0.11 0.016
H -2.1572 -2.1506 1.0541 0.18 0.18 0.36 0.065
H -0.5565 -2.7252 -0.6409 0.75 0.17 -0.15 0.104
H 3.5569 0.2675 -0.6635 -0.18 0.11 0.18 0.041
H -0.0608 2.9938 1.4563 -0.41 -0.25 -0.20 0.046
H 1.0668 1.5274 -2.7709 -0.14 0.59 0.05 0.043
H -0.1760 2.2632 -2.0318 0.46 0.22 -0.33 0.043
H 1.4313 0.1569 2.8114 -0.70 -0.04 0.30 0.121
```
Positions in Å, forces in eV/Å.

structure (SMILES) = CCCC(=O)O.O.O.O
Kohn-Sham gap = 10.80 eV
energy above the lowest of the compared OMol25 structures with the same formula, charge and spin = 0.000 eV
total charge = 0
LUMO energy = 0.31 eV

***

(2)
Formula: C32H46FN2O13PS
Source: the Open Molecules 2025 dataset
Level of theory: ωB97M-V/def2-TZVPD

XYZ file:
```
96
Properties=species:S:1:pos:R:3:forces:R:3:lowdin_charge:R:1
S 5.7079 4.4171 1.3631 -0.01 -0.02 0.23 0.262
P 5.7106 4.5372 3.3009 -0.21 -0.15 -3.13 0.237
F 6.3206 3.8069 7.8525 -0.04 -0.20 -0.15 -0.041
O 6.7961 3.4794 3.8427 -0.44 0.97 0.83 -0.207
O 6.1508 6.0441 3.7000 -0.17 -0.75 1.15 -0.219
O -1.3358 -3.9149 -3.4064 -0.18 0.03 -0.09 0.052
O -2.9819 0.6557 -1.5459 0.75 -0.46 0.23 0.096
O -0.7711 -10.0105 -2.1870 -0.05 0.45 0.01 0.098
O -3.2302 -4.4789 -4.4516 0.44 0.21 0.05 0.090
O 0.7205 2.0360 -5.7182 0.27 0.42 -0.66 0.016
O 0.5152 2.5832 -7.8838 -0.04 -0.21 0.35 0.085
O -0.2177 -7.9202 -1.6271 -0.15 -0.16 -0.02 0.053
O -2.3765 -8.4340 -2.0313 0.69 -0.44 0.37 0.143
O -2.1743 -2.5632 -5.0066 0.01 -0.09 -0.01 0.162
O -0.8325 -0.0118 -1.7383 -0.70 -1.00 0.94 -0.026
O 0.5990 0.4107 -7.2792 0.03 -0.01 0.02 0.176
N 3.1936 3.6566 3.0605 0.06 0.12 0.75 0.139
N 2.4933 4.0418 5.8413 0.55 -0.18 -1.45 0.200
C -2.2417 -3.5552 -4.3546 -0.11 0.00 -0.19 -0.556
C 0.9712 3.4426 -5.8297 -0.14 -0.01 0.44 -0.090
C 0.6637 -9.9247 -2.2690 0.39 -0.61 0.16 -0.325
C -3.9794 -6.3975 -3.1466 -0.46 -0.15 -0.05 -0.024
C 0.6090 1.5604 -6.9911 0.01 -0.21 -0.05 -0.552
C 0.2897 3.7821 -7.1294 0.21 0.59 -0.31 -0.333
C -4.1364 3.7919 4.6779 0.37 1.08 -0.45 -0.250
C -1.9520 2.3325 5.0851 0.59 0.68 0.19 -0.127
C -1.9119 -5.0068 -2.6740 0.38 -0.09 0.07 -0.086
C -1.2328 -8.7593 -1.9567 -0.12 -0.18 0.00 -0.527
C -2.7439 3.6670 5.3552 -0.64 -0.90 0.16 -0.174
C -4.2465 3.2102 3.2598 -0.40 -1.00 0.73 -0.112
C -1.8731 0.0739 0.4821 0.55 0.22 -0.40 -0.079
C -0.6653 0.8068 1.1618 -0.90 -0.69 0.04 -0.156
C -0.5924 2.6705 4.4657 -0.37 -0.59 -0.48 -0.153
C -0.2305 2.4677 3.0798 -1.23 -0.34 0.50 -0.143
C 0.3287 3.2000 5.3092 0.28 0.16 0.62 0.016
C 1.6373 3.5513 4.9027 -1.04 -0.21 0.75 -0.189
C -1.1397 -0.6544 -3.0211 0.42 1.39 -0.87 -0.183
C 5.0514 3.6674 7.3310 -0.88 0.38 -0.31 -0.200
C -1.9472 0.2787 -1.0268 -0.99 0.42 -0.26 -0.485
C 1.9726 3.3444 3.5591 0.14 -0.03 -0.75 -0.194
C 1.0126 2.8029 2.6704 0.47 0.09 -0.38 0.039
C -2.8040 -5.6385 -3.7088 -0.61 -0.42 0.31 -0.322
C 0.9345 -8.7389 -1.3811 0.24 0.29 -0.07 -0.087
C 4.0260 4.1252 3.9555 0.59 0.06 0.67 -0.286
C -1.2370 1.9094 2.0830 1.01 0.18 -0.32 -0.146
C -1.1613 0.4683 -4.1009 0.23 -1.16 0.84 -0.041
C 0.8530 4.9905 -7.8416 0.21 -0.05 -0.17 -0.022
C 1.3169 -11.2116 -1.8220 -0.17 -0.15 0.19 -0.017
C 3.6797 4.2966 5.3339 1.05 0.67 0.85 -0.262
C 4.7237 4.8015 6.3320 -0.89 0.05 0.24 -0.114
H -5.2194 3.4506 2.8136 0.36 0.20 -0.05 0.076
H -2.0776 -1.2070 -2.9811 0.12 0.22 0.31 0.101
H -1.1403 -5.6765 -2.3050 0.13 0.12 -0.08 0.121
H -4.2495 2.1108 3.3526 0.07 0.25 -0.26 0.065
H -1.8508 -1.0103 0.6686 0.23 0.24 -0.14 0.125
H -4.3311 4.8742 4.5822 -0.01 -0.26 0.20 0.101
H 1.2890 -11.3131 -0.7357 -0.04 0.04 -0.01 0.088
H -1.8803 0.1886 -4.8774 0.40 0.17 -0.11 0.082
H -0.0031 1.2083 0.3879 -0.06 -0.05 0.25 0.108
H 4.2156 5.6010 6.8910 0.32 -0.05 -0.14 0.122
H 0.5569 3.9777 -4.9773 -0.05 -0.20 0.07 0.142
H -2.2370 -6.2778 -4.3932 0.09 0.09 0.02 0.161
H -3.4152 3.4732 2.6016 -0.25 0.25 0.11 0.064
H -4.9368 3.4255 5.3342 0.25 -0.23 -0.25 0.103
H -0.1096 0.0442 1.7225 0.06 0.44 0.06 0.119
H 1.9407 5.0273 -7.7583 -0.01 -0.06 0.02 0.086
H -4.7738 -6.4813 -3.8903 0.11 0.00 -0.08 0.090
H 7.3805 3.3626 3.0726 -0.01 -0.18 0.12 0.052
H 4.3256 3.7156 8.1538 0.28 -0.04 -0.09 0.119
H 1.8498 -8.2097 -1.6363 -0.15 0.17 -0.06 0.144
H -0.1249 0.5625 -4.4662 -0.94 0.13 0.01 0.066
H -2.9281 3.6968 6.4389 0.18 0.28 -0.25 0.104
H -1.5151 2.7512 1.4276 -0.33 -0.27 0.22 0.135
H 1.3110 2.6605 1.6326 0.05 0.08 0.24 0.133
H -2.8325 0.4184 0.8828 0.24 0.06 -0.15 0.111
H 0.6147 4.9548 -8.9043 -0.15 0.03 0.05 0.089
H 2.0535 3.5920 -5.8568 -0.03 0.12 -0.15 0.139
H -0.7908 3.8928 -6.9986 0.02 -0.07 0.09 0.160
H -1.7152 1.8883 6.0613 -0.17 -0.04 -0.27 0.110
H 5.5989 5.2505 5.8561 0.04 -0.44 0.19 0.088
H -3.6707 -7.4019 -2.8322 -0.38 0.74 -0.32 0.051
H 0.9488 -8.9914 -0.3185 0.02 -0.16 -0.05 0.141
H -2.1276 1.5294 2.5831 0.18 0.16 -0.08 0.075
H -2.4649 -4.5923 -1.8273 -0.14 -0.10 -0.06 0.142
H 5.3905 6.6352 3.7869 0.08 0.01 -0.09 0.086
H 2.3586 -11.2454 -2.1402 -0.03 0.03 -0.04 0.091
H -4.4056 -5.8833 -2.2820 0.05 0.06 -0.03 0.091
H 0.9227 -9.7141 -3.3104 -0.05 0.11 0.03 0.161
H 4.8839 2.7016 6.8350 0.70 0.01 0.18 0.121
H -0.3063 -1.3338 -3.2073 -0.24 0.00 0.18 0.117
H 0.0729 3.3419 6.3601 0.16 0.02 -0.20 0.132
H 0.4483 5.9103 -7.4194 -0.03 -0.04 0.00 0.088
H -2.5119 1.5809 4.5262 0.03 0.27 0.01 0.092
H 0.7927 -12.0720 -2.2369 0.07 0.05 -0.14 0.091
H -1.4979 1.3773 -3.5929 0.10 -0.06 -0.34 0.075
H -2.1010 4.5156 5.0999 -0.20 -0.15 -0.03 0.108
```
Positions in Å, forces in eV/Å.

structure (SMILES) = CCCCc1cc2nc(CCF)c(P(O)(O)=S)nc2cc1CCCC(=O)OCC.C[C@@H]1COC(=O)O1.C[C@@H]1COC(=O)O1.C[C@@H]1COC(=O)O1
Kohn-Sham gap = 7.79 eV
total charge = 0
LUMO energy = -0.73 eV

***

We obtain HOMO level values of -10.49 -8.52 eV for the records listed above, in that order.